DFT (the ωB97M-V functional and the def2-TZVPD basis) results for a molecular structure, C13H11N2O3TcTe4 at a distorted geometry.

Output
Energy: -54147.0972 eV
Charge: +1
LUMO level (alpha / beta): -5.027 / -5.431 eV
2S+1: 4
HOMO (alpha / beta): -10.589 / -10.632 eV

Structure (XYZ):
```
34
Properties=species:S:1:pos:R:3:forces:R:3:lowdin_spin:R:1
N 4.6295 -0.2198 2.6381 -0.350 -0.974 -0.414 0.000
C -3.1179 -2.7730 -1.0135 -0.649 -0.314 1.813 0.001
H 4.3383 -0.9907 2.0410 -0.005 0.379 0.259 0.000
C -3.6364 -3.2603 -3.2914 -0.920 -0.093 -1.560 0.001
C -1.7094 -0.7333 -0.4622 -2.000 -1.554 0.255 0.013
H 2.5580 3.9089 -0.9997 0.012 0.390 0.042 0.000
H 5.4928 -0.3767 3.1297 0.091 -0.155 0.257 0.000
H -4.4345 -4.3462 -1.6631 -0.556 -0.942 0.470 0.000
H -1.4788 -0.6838 -3.1826 -0.158 0.434 0.313 0.000
C 4.5381 1.0549 2.2186 2.399 2.477 0.006 -0.001
C -2.9112 -2.1534 -3.7617 0.212 0.291 1.103 0.000
H -2.9913 -1.7876 -4.8033 0.433 -0.697 0.673 0.000
Te -3.2430 0.3487 3.8853 1.006 -0.388 0.470 0.054
Tc -0.6052 0.8010 1.1317 -1.726 -0.392 -0.117 1.777
C 2.4819 3.0855 -0.3159 0.280 -1.231 0.792 -0.003
O -1.2079 0.3304 -0.9097 0.853 0.363 1.243 0.021
H 0.6958 2.2583 -1.2474 -0.950 0.382 0.006 0.002
Te -1.2396 3.3253 1.6801 -1.194 -0.572 0.098 0.409
Te -0.5420 1.0479 3.8438 -0.531 -0.467 -0.288 0.452
C 3.5198 2.7637 0.5898 -0.836 -2.230 -0.487 0.011
C 3.4800 1.4626 1.2332 -0.694 0.704 0.738 -0.003
N 1.2768 1.1260 0.3841 0.958 0.258 1.124 0.026
C -2.1760 -1.4181 -2.8109 -0.827 -0.757 -0.187 0.001
O -1.8266 -0.9299 0.8415 1.251 1.030 -1.679 0.056
H -4.1521 -3.8857 -4.0598 0.327 0.569 0.827 0.000
H 2.1070 -0.2369 1.7370 0.410 0.731 -0.110 0.002
C 2.3282 0.7019 1.2036 -1.452 1.370 -2.089 0.011
C -2.3368 -1.6885 -1.4249 0.667 0.024 -0.681 0.001
C -3.8029 -3.5564 -1.9443 1.600 1.401 -0.506 0.000
C 1.3598 2.2245 -0.4136 2.734 -0.840 0.930 0.026
Te -3.9396 2.3896 2.3000 1.193 1.057 -0.855 0.143
H -3.2491 -3.0077 0.1009 0.294 0.572 -1.777 0.000
O 5.3483 1.9083 2.6221 -1.620 -1.125 -0.631 -0.001
H 4.4462 3.3104 0.7234 -0.251 0.297 -0.036 0.001
```
Forces are in eV/Å.

***

DFT (the ωB97M-V functional and the def2-TZVPD basis) results for a molecular structure, C13H12BF2O5RuS6.

Output
Energy: -97626.5711 eV
Charge: -1
LUMO level: 2.045 eV
2S+1: 1
HOMO: -4.134 eV

Structure (XYZ):
```
40
Properties=species:S:1:pos:R:3:forces:R:3:nbo_charge:R:1
B 0.6807 -3.0400 3.0116 -0.082 -0.128 -0.029 1.092
O 2.0335 -3.5381 2.6144 0.052 0.014 0.041 -0.885
O 0.6950 -1.2447 -0.1062 0.121 0.015 0.016 -0.508
C -0.7896 1.5266 1.5883 -0.039 -0.028 0.029 0.052
C -1.3291 -1.8363 -3.0018 0.115 -0.025 -0.043 -0.435
C -0.0241 5.1724 0.8363 -0.003 0.001 -0.003 -0.629
F 0.2619 -3.5248 4.2092 0.012 0.036 0.045 -0.517
Ru 0.3552 -3.1379 -0.7032 0.001 -0.119 -0.020 0.406
H -0.3536 5.6254 -0.1002 0.001 0.000 0.001 0.220
C -0.1144 -1.9570 -3.5713 -0.116 -0.006 0.042 -0.428
H 2.2632 0.4567 -1.1907 0.003 0.003 0.010 0.242
F 0.5464 -1.6906 2.8829 0.079 -0.014 0.039 -0.526
C 1.3903 1.0102 -1.5352 -0.006 -0.012 -0.003 -0.642
S 1.7279 -4.5755 1.4968 0.044 0.032 -0.102 2.234
C -0.0734 0.8879 0.5636 0.016 0.007 -0.067 -0.141
H -1.3003 3.4070 2.4646 0.000 0.001 0.001 0.200
H 1.7135 1.7837 -2.2316 0.001 -0.008 0.000 0.204
O 2.0992 -5.8895 1.9050 -0.003 0.022 0.025 -0.903
S 1.2036 -2.8069 -2.8143 -0.006 0.043 0.015 -0.116
C -1.5778 0.7477 2.6110 0.008 0.010 0.030 -0.652
C -0.1369 -0.5691 0.4978 0.014 -0.066 0.131 0.420
H -2.0056 1.4263 3.3476 -0.008 0.012 -0.004 0.211
H 0.7739 0.2876 -2.0713 -0.013 -0.008 -0.008 0.250
O 2.2594 -4.1146 0.2196 -0.058 0.047 0.031 -0.927
H -0.9435 -1.0719 1.0328 -0.005 0.033 -0.087 0.169
H 0.9889 5.5295 1.0322 0.001 0.001 0.001 0.219
C 0.6323 3.0198 -0.2746 0.013 -0.006 -0.007 -0.237
C -1.5616 -0.6208 -5.3283 0.057 0.138 0.081 0.190
H 1.1699 3.6074 -1.0113 0.000 -0.001 0.001 0.203
O -1.9519 0.0041 -6.2822 -0.028 -0.066 -0.049 -0.595
H -0.6704 5.5325 1.6359 -0.001 0.000 0.001 0.211
C -0.0519 3.6717 0.7446 -0.013 -0.014 0.017 0.029
S -1.7058 -2.5520 -1.4554 -0.106 0.028 -0.063 -0.103
S 0.0921 -1.2292 -5.1531 -0.031 -0.028 -0.014 0.313
C -0.7578 2.9112 1.6671 0.020 0.027 -0.012 -0.242
S -2.5562 -0.9717 -3.9053 0.007 -0.030 -0.024 0.310
S -0.2743 -4.0975 1.4840 0.011 0.027 -0.004 -0.239
C 0.6462 1.6371 -0.3893 -0.009 0.012 0.009 0.076
H -0.9541 0.0220 3.1341 -0.048 0.048 -0.026 0.249
H -2.4010 0.2011 2.1455 -0.001 0.000 0.001 0.225
```
Forces are in eV/Å.